Entry 1:
2 unconnected molecules or ions with the total composition C5H10O2S, computed with ωB97M-V/def2-TZVPD.

Calculated values
Orbital gap ... 8.71 eV
Relative energy (zero: lowest compared OMol25 entry of this formula, charge and spin) ... 3.439 eV

Geometry as XYZ:
```
18
C5H10O2S | the OMol25 dataset | ωB97M-V/def2-TZVPD
C 1.325 -0.853 0.963
H 2.063 -0.504 0.280
H 0.426 0.880 -3.724
H -0.505 0.976 2.301
C 0.438 0.364 -1.469
C -1.236 -1.202 0.662
H -1.558 -1.212 1.701
H 0.602 1.768 1.001
H -1.275 1.591 0.869
H -2.178 -0.740 0.073
C -0.054 -0.248 0.667
O -0.196 1.634 -3.651
S -0.755 1.342 -2.102
H 1.753 -0.641 1.920
H -1.158 -2.204 0.431
H 1.205 -1.959 0.851
C -0.302 1.076 1.238
O 1.405 -0.067 -2.011
```

---

Entry 2:
2 unconnected molecules or ions with the total composition C5H10O3, computed with ωB97M-V/def2-TZVPD.

Calculated values
SMILES string ... C[C@H]1C(=O)[C@]1(C)O.O
Orbital gap ... 9.19 eV
Relative energy (zero: lowest compared OMol25 entry of this formula, charge and spin) ... 3.082 eV

Geometry as XYZ:
```
18
C5H10O3 | the OMol25 dataset | ωB97M-V/def2-TZVPD
C 1.089 1.502 0.325
H 1.136 -0.496 2.012
O -0.043 -0.158 -2.386
C -1.945 0.737 0.176
O 0.860 -2.484 -1.179
C -0.072 -0.343 -1.225
H 0.544 -3.199 -0.617
H 2.170 1.581 0.228
C -0.830 -0.280 0.027
C 0.681 0.051 0.184
H -2.874 0.342 -0.235
H -2.100 0.972 1.229
O 1.337 -0.791 1.112
H 0.633 2.120 -0.446
H -1.066 -1.254 0.444
H -1.711 1.660 -0.350
H 1.397 -1.870 -0.599
H 0.795 1.911 1.299
```

---

Entry 3:
C5H10O3 in the gas phase, computed with ωB97M-V/def2-TZVPD.

Calculated values
SMILES string ... COC1(OC)C[C@@H]1O
Orbital gap ... 10.22 eV
Relative energy (zero: lowest compared OMol25 entry of this formula, charge and spin) ... 6.153 eV

Geometry as XYZ:
```
18
C5H10O3 | the OMol25 dataset | ωB97M-V/def2-TZVPD
H 2.592 -0.448 -0.373
H -1.376 -0.600 1.094
H 1.399 1.135 1.457
C 1.865 -0.026 -1.294
O 0.755 0.943 -0.905
H 0.595 -0.345 2.309
O -0.455 -0.839 -0.071
H 1.392 -0.884 -1.643
C 0.064 0.413 0.133
H 2.634 0.509 -1.869
H -0.934 2.200 1.613
H -2.151 -0.228 -0.634
H -1.056 -0.801 -2.078
C 0.548 0.527 1.437
H -1.954 -1.816 -1.011
O -1.763 0.202 1.710
C -0.734 1.057 1.177
C -1.422 -0.998 -1.052
```

---

Entry 4:
2 unconnected molecules or ions with the total composition C5H10O3, computed with ωB97M-V/def2-TZVPD.

Calculated values
SMILES string ... C/C=C(\C)O.O=CO
Orbital gap ... 9.21 eV
Relative energy (zero: lowest compared OMol25 entry of this formula, charge and spin) ... 1.361 eV

Geometry as XYZ:
```
18
C5H10O3 | the OMol25 dataset | ωB97M-V/def2-TZVPD
H 0.567 2.713 0.182
H 2.027 1.761 0.266
H 0.721 1.531 1.429
O -0.782 1.161 -1.174
H 2.228 -0.677 0.862
C 0.334 0.689 -0.553
H -1.430 0.390 -1.552
O -1.791 -0.688 1.247
H -1.037 -1.191 0.878
C 1.764 -1.308 0.109
C 0.940 1.707 0.359
H 0.218 -1.184 -1.441
H 1.355 -2.195 0.598
C 0.711 -0.589 -0.680
O -2.526 -0.688 -0.883
H 2.553 -1.657 -0.554
C -2.549 -0.237 0.269
H -3.302 0.462 0.635
```

---

Total energy, record by record: -745.06507; -422.14333; -422.03045; -422.20658 a.u.
Maximum force, record by record: 4.536; 2.328; 7.802; 3.546 eV/A